Entry 1:
{
  "formula": "C2H5NS2",
  "method": "the ωB97M-V functional and the def2-TZVPD basis",
  "lumo_ha": -0.0245,
  "total_charge": 0,
  "e_tot_ha": -930.17983,
  "de_lowest_kj_mol": 419.1,
  "homo_lumo_gap_ev": 8.3,
  "species": ["C", "C", "H", "H", "H", "H", "H", "N", "S", "S"],
  "coordinates": [[-0.686, 0.356, -0.228], [0.615, 0.623, 0.477], [-1.574, -1.237, -1.639], [0.609, -1.037, -1.336], [-1.624, 0.117, 0.677], [-0.964, 1.289, -0.890], [1.696, -0.196, 1.872], [-0.661, -0.889, -0.919], [1.219, -1.025, 1.011], [1.368, 1.999, 0.975]],
  "nbo_charge": [-0.318, -0.251, 0.432, 0.371, 0.225, 0.208, 0.139, -0.899, 0.040, 0.053]
}

***

Entry 2:
{
  "formula": "C2H5NS2",
  "method": "the ωB97M-V functional and the def2-TZVPD basis",
  "lumo_ha": 0.0033,
  "smiles": "CSC(N)=S",
  "total_charge": 0,
  "e_tot_ha": -930.23998,
  "de_lowest_kj_mol": 261.2,
  "homo_lumo_gap_ev": 8.1,
  "species": ["C", "S", "C", "N", "S", "H", "H", "H", "H", "H"],
  "coordinates": [[-0.024, -1.005, 1.616], [1.004, 0.141, 0.627], [-0.039, 0.568, -0.700], [0.438, 1.412, -1.587], [-2.059, -0.423, -0.888], [0.211, -2.120, 1.220], [-1.001, -0.834, 1.242], [0.153, -0.793, 2.643], [-0.103, 1.496, -2.457], [1.420, 1.557, -1.716]],
  "nbo_charge": [-0.731, 0.287, 0.109, -0.774, -0.463, 0.239, 0.281, 0.231, 0.425, 0.397]
}

***

Entry 3:
{
  "formula": "C2H5NS2",
  "method": "the ωB97M-V functional and the def2-TZVPD basis",
  "lumo_ha": -0.0232,
  "total_charge": 0,
  "e_tot_ha": -930.20286,
  "de_lowest_kj_mol": 358.6,
  "homo_lumo_gap_ev": 8.1,
  "species": ["C", "C", "N", "S", "S", "H", "H", "H", "H", "H"],
  "coordinates": [[1.094, 0.945, -0.761], [-0.659, 0.090, 0.586], [-0.089, 0.956, -0.361], [2.640, -0.837, 0.388], [-1.913, -0.986, -0.263], [1.702, 1.242, -1.573], [0.129, -0.530, 1.160], [-1.193, 0.718, 1.435], [3.176, 0.021, 1.078], [-1.349, -0.793, -1.541]],
  "nbo_charge": [0.304, -0.380, -0.403, -0.441, -0.023, 0.225, 0.253, 0.235, 0.085, 0.146]
}